Record 1
Molecular formula: C26H30F8N2O28
Method: DFT, wB97M-V/def2-TZVPD

Properties
- Frontier orbital gap: 0.365 hartree
- Multiplicity: 1
- Net charge: 0
- Energy above the lowest of the compared OMol25 structures with the same formula, charge and spin: 461.06 kJ/mol
- Electronic energy: -109489.714 eV
- SMILES: O=C1OC[C@@H](F)O1.O=C1OC[C@@H](F)O1.O=C1OC[C@@H](F)O1.O=C1OC[C@@H](F)O1.O=C1OC[C@@H](F)O1.O=C1OC[C@@H](F)O1.O=C1OC[C@@H](F)O1.O=C1OC[C@@H](F)O1.C[N+](=O)[O-].C[N+](=O)[O-]

Each line ends with the Mulliken charge.
Cartesian coordinates (Å):
C1 7.110091 5.435730 2.348016  -0.638
N1 7.933501 6.701930 2.470996  0.846
O1 7.413101 7.702720 2.082746  -0.512
O2 9.092041 6.640290 2.841856  -0.524
H1 6.116071 5.779140 2.061516  0.308
H2 7.172941 4.873420 3.279666  0.259
H3 7.598831 4.887970 1.542296  0.261
C2 -6.099519 -4.196620 -2.593404  -0.684
N2 -5.327369 -3.198200 -1.793754  0.812
O3 -4.871249 -2.238660 -2.445274  -0.498
O4 -5.083749 -3.509480 -0.654574  -0.485
H4 -5.478239 -5.070780 -2.788244  0.265
H5 -6.395669 -3.708570 -3.521954  0.301
H6 -7.061399 -4.418700 -2.131274  0.289
C3 -4.807459 -4.061260 6.057416  -0.478
C4 -5.212799 -2.607600 6.055306  0.324
O5 -3.953029 -2.034460 6.365206  -0.284
C5 -3.224849 -2.916640 6.984256  0.667
O6 -2.187709 -2.648450 7.561336  -0.564
O7 -3.821009 -4.102580 7.006756  -0.313
F1 -6.058389 -2.284370 7.053406  -0.276
H7 -4.420939 -4.409170 5.099466  0.306
H8 -5.568779 -4.760380 6.403446  0.298
H9 -5.764939 -2.396540 5.139496  0.319
C6 0.120041 -1.026210 -0.084294  -0.420
C7 -0.361999 0.113390 0.671046  0.247
O8 0.431261 1.179820 0.237826  -0.249
C8 1.589641 0.652640 0.000216  0.652
O9 2.647661 1.282700 -0.273044  -0.614
O10 1.493241 -0.712400 0.031806  -0.317
F2 -0.232559 -0.130930 1.955916  -0.279
H10 -0.120979 -0.924790 -1.142464  0.272
H11 -0.217359 -2.034570 0.155426  0.335
H12 -1.405829 0.308660 0.425286  0.372
C9 -0.360489 -9.806400 1.538996  -0.422
C10 -0.781699 -8.856120 0.360296  0.332
O11 -0.256769 -7.681380 0.857486  -0.307
C11 0.085701 -7.754850 2.163496  0.672
O12 0.541021 -6.809280 2.785306  -0.542
O13 -0.012079 -9.013820 2.583706  -0.305
F3 -2.098079 -8.706220 0.334126  -0.280
H13 0.523861 -10.338130 1.187856  0.273
H14 -1.112399 -10.528150 1.858056  0.297
H15 -0.330929 -9.002430 -0.621284  0.282
C12 1.623411 -3.746670 -5.229004  -0.335
C13 0.171491 -4.095950 -5.638654  0.345
O14 -0.320049 -2.945990 -6.269354  -0.305
C14 0.500341 -1.892380 -6.018864  0.675
O15 0.216011 -0.702890 -6.231974  -0.556
O16 1.620131 -2.322920 -5.388444  -0.319
F4 -0.585879 -4.282240 -4.546864  -0.269
H16 2.471241 -4.109610 -5.810004  0.293
H17 1.816431 -3.902440 -4.167604  0.231
H18 0.079191 -4.999310 -6.241594  0.239
C15 0.996521 5.314880 -4.135384  -0.358
C16 0.228071 6.066680 -5.183634  0.324
O17 0.675381 7.382560 -4.976034  -0.317
C17 1.259001 7.541900 -3.770984  0.643
O18 1.660991 8.613390 -3.370604  -0.519
O19 1.383281 6.291730 -3.168854  -0.301
F5 -1.052699 6.001850 -4.922134  -0.274
H19 1.888871 4.879760 -4.585364  0.275
H20 0.382941 4.567440 -3.632454  0.267
H21 0.330231 5.740720 -6.218734  0.260
C18 -5.683879 5.209160 -1.166204  -0.381
C19 -6.713579 4.663820 -2.053744  0.323
O20 -7.241179 3.571530 -1.363024  -0.282
C20 -6.447599 3.330340 -0.348184  0.690
O21 -6.602289 2.334880 0.366166  -0.591
O22 -5.515779 4.241120 -0.254184  -0.314
F6 -6.130499 4.180800 -3.174834  -0.290
H22 -6.019389 6.034160 -0.537784  0.298
H23 -4.802489 5.474540 -1.750014  0.274
H24 -7.383629 5.424760 -2.453874  0.274
C21 -0.088529 3.861900 7.748506  -0.283
C22 -0.796749 4.954740 8.501936  0.309
O23 -0.272339 4.786330 9.791896  -0.273
C23 0.261871 3.691730 9.935776  0.721
O24 0.700141 3.291000 11.037536  -0.623
O25 0.351831 3.020090 8.808916  -0.331
F7 -2.134019 4.868320 8.635886  -0.269
H25 0.834061 4.099670 7.218986  0.265
H26 -0.745519 3.218660 7.163096  0.256
H27 -0.606549 5.993180 8.230686  0.229
C24 7.503561 -1.078690 -4.759214  -0.389
C25 8.826501 -0.412160 -4.890474  0.320
O26 9.312301 -1.037020 -6.076094  -0.306
C26 8.330601 -1.353810 -6.876994  0.680
O27 8.475871 -1.651690 -8.036684  -0.533
O28 7.146161 -1.251200 -6.169274  -0.312
F8 9.713251 -0.785180 -3.984654  -0.275
H28 6.722871 -0.440730 -4.344934  0.252
H29 7.530691 -1.982280 -4.150194  0.267
H30 8.888671 0.671230 -4.992994  0.296

Cartesian forces, eV/Å:
C 0.53 0.47 -0.04
N 0.81 -0.94 -0.06
O -0.88 1.29 -0.32
O -0.34 -0.56 0.25
H 0.14 -0.34 0.21
H -0.09 0.17 -0.14
H -0.17 -0.09 0.10
C -1.11 0.62 -0.84
N 0.92 0.09 -1.96
O -0.74 -1.21 1.70
O 0.06 0.68 0.27
H -0.09 0.17 0.31
H 0.52 -0.05 -0.06
H 0.47 -0.29 0.60
C -1.82 -1.27 -0.18
C 0.03 -1.20 -0.42
O -2.00 2.21 -2.20
C 3.84 0.03 3.33
O -1.71 -0.61 -1.27
O 1.61 -0.72 0.83
F -0.43 0.04 0.73
H -0.09 0.26 -0.26
H -0.37 0.26 -0.30
H 0.95 1.02 -0.29
C 0.45 -0.49 -1.87
C -3.88 0.15 -1.28
O -1.44 0.94 0.90
C 6.50 0.88 -1.84
O -4.27 -2.58 1.23
O 2.01 -0.16 -0.37
F 0.35 0.29 2.21
H -0.33 0.18 -0.18
H 0.62 0.21 0.87
H -0.05 0.58 0.29
C -0.22 -2.17 -2.69
C 1.35 -0.45 2.23
O 0.45 1.58 -0.29
C 1.95 2.79 1.22
O -1.41 -2.30 -1.23
O 0.09 1.34 1.64
F -1.74 -0.19 -0.72
H 0.08 -0.32 0.11
H -0.14 0.16 -0.29
H -0.43 -0.44 0.00
C -0.26 1.13 0.16
C 1.05 -0.27 -0.38
O 0.39 -0.15 -0.52
C -0.61 3.65 0.37
O 1.10 -4.30 0.44
O -0.33 0.82 -0.52
F -0.51 -0.30 1.13
H -0.47 -0.46 -0.23
H -0.23 -0.43 -0.08
H -0.11 0.33 -0.35
C 0.57 -0.66 0.30
C 1.69 0.19 0.08
O -0.28 0.34 -0.92
C 1.25 0.88 0.91
O -0.95 -2.59 -0.37
O -0.13 1.65 -0.60
F -2.94 0.10 0.55
H 0.06 -0.18 0.21
H 0.12 -0.03 -0.19
H 0.60 0.28 0.02
C 0.02 2.92 -0.14
C -0.92 0.58 -1.66
O -1.54 1.28 -1.56
C -0.60 -4.90 3.15
O 0.77 2.92 -1.55
O 2.40 -2.36 2.66
F 0.67 -0.70 -1.04
H -0.14 0.79 -0.81
H 0.18 -0.14 0.31
H -0.83 -0.40 0.64
C -0.10 -1.57 -0.24
C 0.43 1.79 0.38
O -2.80 6.15 -0.47
C 4.39 -6.29 5.82
O -1.21 0.81 -3.33
O 0.25 -1.18 -0.53
F -0.68 -0.74 -0.57
H -0.46 0.71 -0.32
H -0.08 0.51 -0.36
H 0.25 -0.19 -0.39
C -1.77 1.00 -0.54
C 0.94 -0.59 -1.02
O 1.53 0.97 0.27
C -1.08 -0.50 -1.86
O -0.84 0.26 1.70
O 0.52 -0.75 0.24
F 0.69 -0.17 1.79
H 0.13 0.05 0.03
H 0.27 -0.31 -0.52
H -0.40 0.04 -0.07

Record 2
Molecular formula: C10H15NP
Method: DFT, wB97M-V/def2-TZVPD

Properties
- Frontier orbital gap: 0.341 hartree
- Multiplicity: 1
- Net charge: +1
- Energy above the lowest of the compared OMol25 structures with the same formula, charge and spin: 0.00 kJ/mol
- Electronic energy: -21383.279 eV
- SMILES: C[C@@H]1[NH2+]CCP1c1ccccc1

Each line ends with the Mulliken charge.
Cartesian coordinates (Å):
C1 3.059481 0.210584 -2.066921  -0.631
C2 2.027947 -0.660371 -2.114605  -0.681
C3 3.371138 0.847316 -0.847234  -0.472
C4 1.085680 -0.679139 -1.102478  0.259
C5 2.474537 0.726085 0.214406  -0.834
C6 1.269578 0.033214 0.058950  0.690
C7 -1.899769 -1.611117 0.396489  -0.686
C8 -0.642857 -1.649564 1.281073  -0.628
C9 -1.433582 0.819737 0.429206  -0.324
C10 -1.853232 2.112192 1.095396  -1.249
N1 -2.497062 -0.246493 0.573711  -0.194
P1 0.047908 0.086771 1.449123  -0.070
H1 3.620199 0.274209 -2.929238  0.462
H2 1.934080 -1.292816 -3.099454  0.276
H3 4.131011 1.494671 -0.517975  0.387
H4 0.302907 -1.317272 -1.452043  0.130
H5 2.734482 1.197570 1.038952  0.557
H6 -1.644528 -1.717342 -0.564425  0.365
H7 -2.740746 -2.353758 0.622272  0.344
H8 -0.672158 -1.900599 2.349864  0.420
H9 0.267122 -2.328342 0.919882  0.402
H10 -1.103431 0.877413 -0.756762  0.430
H11 -2.369685 1.873132 1.897902  0.478
H12 -2.551218 2.657543 0.329589  0.334
H13 -0.918324 2.634944 1.235665  0.415
H14 -3.231278 0.023342 -0.072164  0.364
H15 -2.768201 -0.111909 1.630817  0.455

Cartesian forces, eV/Å:
C 1.23 0.74 2.25
C -0.77 -1.08 -2.22
C -2.09 -0.70 0.19
C 0.33 -0.82 -1.33
C -1.23 -2.19 -4.37
C -0.02 0.29 1.09
C -1.86 -0.97 4.26
C 2.43 -0.81 0.27
C 2.24 -0.79 -1.89
C 0.75 1.19 -6.86
N 0.68 1.24 2.42
P 0.06 -0.15 -1.82
H 1.60 0.47 -1.47
H -0.21 1.27 2.19
H 1.58 0.59 -0.98
H -1.12 -0.25 0.98
H 0.76 2.06 4.06
H 0.90 -0.27 -3.69
H 1.36 0.85 -0.10
H -1.19 -0.55 -0.39
H -2.32 1.35 0.26
H -1.05 -0.03 3.12
H -2.18 -0.54 4.35
H 1.25 -0.46 1.68
H -0.27 0.68 0.42
H -0.67 -0.50 0.20
H -0.19 -0.62 -2.62

Record 3
Molecular formula: C16H16N3O4Rh
Method: DFT, wB97M-V/def2-TZVPD

Properties
- Frontier orbital gap: 0.173 hartree
- Multiplicity: 1
- Net charge: -2
- Energy above the lowest of the compared OMol25 structures with the same formula, charge and spin: 231.38 kJ/mol
- Electronic energy: -32519.460 eV

Each line ends with the Mulliken charge.
Cartesian coordinates (Å):
Rh1 0.768528 -0.379254 0.766054  -0.815
N1 1.213834 1.862371 0.907564  -0.281
C1 2.676035 2.102679 0.816194  -0.627
C2 3.510676 0.865509 1.227802  0.518
O1 4.617042 1.089778 1.764634  -0.844
N2 2.906370 -0.292388 1.020208  0.110
C3 3.261616 -1.355633 1.949402  -0.417
C4 2.098727 -1.564213 2.959171  0.538
O2 2.246400 -2.388916 3.861581  -0.777
O3 1.056253 -0.821024 2.792867  -0.589
H1 0.796919 2.353051 1.689972  0.227
H2 0.751434 2.185169 0.068512  0.213
H3 2.928284 2.428010 -0.195866  0.189
H4 2.983855 2.898522 1.497143  0.330
H5 3.442333 -2.309148 1.453761  0.175
H6 4.146095 -1.094731 2.535886  0.373
N3 0.774647 -0.417812 -1.268274  -0.146
C5 -0.373289 -0.517340 -2.114394  0.004
C6 -0.140277 -0.918113 -3.431254  -0.352
C7 -1.171743 -1.090232 -4.336382  -0.549
C8 -2.472225 -0.865171 -3.911332  -0.621
C9 -2.706936 -0.460780 -2.609035  -1.061
C10 -1.677380 -0.238478 -1.678601  0.826
C11 -2.022807 0.186671 -0.292081  0.491
C12 -3.259357 0.825592 -0.083383  -0.788
C13 -3.739093 1.094545 1.183217  -0.643
C14 -2.977480 0.704849 2.285414  -0.458
C15 -1.732017 0.135390 2.092282  -0.083
C16 -1.182759 -0.092526 0.808457  0.297
H7 1.086681 -1.460874 -0.970783  0.712
H8 1.479026 0.158245 -1.718127  0.208
H9 0.884239 -1.118182 -3.724118  0.393
H10 -0.963492 -1.411274 -5.350889  0.331
H11 -3.307817 -1.024558 -4.584340  0.354
H12 -3.731393 -0.337941 -2.286916  0.337
H13 -3.849478 1.141820 -0.936979  0.312
H14 -4.689917 1.602099 1.311801  0.341
H15 -3.348711 0.870749 3.293169  0.358
H16 -1.121610 -0.129598 2.948795  0.466
O4 0.838787 -2.216862 0.258870  -1.050

Cartesian forces, eV/Å:
Rh 0.62 0.87 -0.06
N 0.04 0.17 -0.11
C -0.06 -0.18 0.15
C -0.37 -0.24 -0.05
O 0.12 0.23 -0.02
N 0.22 0.14 0.35
C -0.16 0.02 0.09
C 0.03 -0.11 -0.39
O 0.07 0.14 0.19
O -0.12 -0.05 0.13
H 0.05 -0.14 0.06
H -0.15 0.04 0.07
H 0.04 -0.07 -0.05
H 0.02 0.02 -0.05
H -0.14 0.02 -0.09
H 0.04 -0.02 -0.04
N -0.61 1.30 -0.81
C 0.52 0.35 0.16
C -0.15 -0.03 -0.05
C 0.08 0.05 -0.03
C -0.10 0.00 -0.04
C 0.10 0.01 0.05
C -0.14 -0.19 0.03
C -0.08 -0.08 0.05
C 0.07 -0.02 -0.09
C -0.05 0.04 0.03
C 0.06 -0.02 0.00
C -0.12 0.11 -0.05
C -0.06 -0.04 0.20
H -0.15 -1.46 1.13
H 0.18 -0.25 0.03
H 0.01 -0.02 0.02
H -0.01 -0.01 0.00
H 0.00 0.00 0.00
H -0.03 0.00 0.01
H -0.03 0.00 0.00
H 0.00 -0.01 0.00
H -0.01 0.01 0.00
H 0.02 -0.04 -0.01
O 0.24 -0.51 -0.78

The highest energy above the lowest of the compared OMol25 structures with the same formula, charge and spin belongs to which entry? C26H30F8N2O28

electronic energy of number 3 (C16H16N3O4Rh)? -32519.460 eV